Record 1
{"formula": "C50H41AsBrN4O5S4Ti", "method": "the ωB97M-V functional and the def2-TZVPD basis", "gap_ev": [3.74, 6.15], "total_charge": -2, "multiplicity": 2, "s2": 0.76, "total_energy_ev": -266057.0314, "relative_energy_ev": 0.7260, "symbols": ["Ti", "C", "C", "N", "C", "C", "N", "C", "O", "O", "C", "O", "O", "H", "H", "H", "H", "H", "S", "C", "C", "C", "C", "C", "C", "As", "C", "C", "C", "C", "C", "C", "C", "C", "C", "C", "C", "C", "H", "H", "H", "H", "H", "H", "H", "H", "H", "H", "H", "H", "H", "H", "Br", "C", "C", "C", "C", "N", "C", "H", "H", "H", "H", "O", "C", "C", "C", "C", "C", "S", "C", "C", "C", "C", "S", "C", "C", "C", "C", "S", "H", "H", "H", "H", "H", "H", "H", "H", "H", "C", "C", "C", "C", "C", "C", "C", "C", "N", "H", "H", "H", "H", "H", "H", "H", "H", "H"], "xyz": [[-0.31, 1.14, 0.21], [2.59, -0.22, 3.03], [1.32, 0.50, 3.33], [0.46, 0.97, 2.45], [-0.53, 1.64, 3.18], [-0.25, 1.52, 4.56], [0.94, 0.79, 4.59], [-0.90, 1.87, 5.79], [-2.04, 2.56, 5.71], [-0.41, 1.55, 6.88], [-1.62, 2.25, 2.52], [-2.54, 2.84, 3.13], [-1.60, 2.16, 1.19], [3.16, 0.32, 2.27], [2.41, -1.22, 2.65], [3.20, -0.31, 3.93], [1.41, 0.55, 5.45], [-2.27, 2.72, 4.74], [3.59, 1.40, -0.88], [4.34, -0.03, -0.26], [5.73, -0.11, 0.00], [6.31, -1.26, 0.51], [5.53, -2.38, 0.77], [4.17, -2.34, 0.52], [3.58, -1.19, 0.01], [1.65, -1.01, -0.31], [1.16, -2.84, 0.23], [1.38, -3.96, -0.56], [1.07, -5.23, -0.09], [0.54, -5.39, 1.18], [0.31, -4.28, 1.98], [0.62, -3.01, 1.50], [1.61, -1.33, -2.24], [0.38, -1.27, -2.87], [0.25, -1.60, -4.21], [1.37, -1.97, -4.94], [2.61, -1.99, -4.33], [2.74, -1.68, -2.98], [6.33, 0.77, -0.20], [7.38, -1.27, 0.70], [5.98, -3.28, 1.18], [3.57, -3.21, 0.74], [1.78, -3.85, -1.56], [1.24, -6.09, -0.72], [0.29, -6.38, 1.55], [-0.14, -4.38, 2.96], [0.41, -2.14, 2.11], [-0.48, -0.93, -2.30], [-0.72, -1.54, -4.69], [1.28, -2.22, -5.99], [3.50, -2.25, -4.90], [3.71, -1.70, -2.50], [3.64, 4.88, 2.95], [2.39, 4.62, 1.56], [2.06, 5.66, 0.71], [1.14, 5.39, -0.29], [0.60, 4.12, -0.39], [0.92, 3.12, 0.44], [1.81, 3.38, 1.40], [2.50, 6.64, 0.82], [0.84, 6.15, -1.00], [-0.12, 3.88, -1.16], [2.08, 2.56, 2.05], [-1.32, -0.53, 0.38], [-2.58, -1.00, 0.69], [-2.83, -0.84, 2.20], [-1.83, -0.99, 3.11], [-2.27, -0.90, 4.46], [-3.61, -0.70, 4.55], [-4.33, -0.60, 3.01], [-3.64, -0.35, -0.23], [-3.49, -0.26, -1.58], [-4.59, 0.33, -2.25], [-5.58, 0.69, -1.38], [-5.16, 0.31, 0.23], [-2.63, -2.50, 0.37], [-2.08, -3.14, -0.70], [-2.36, -4.53, -0.74], [-3.13, -4.93, 0.31], [-3.50, -3.62, 1.35], [-0.81, -1.12, 2.81], [-1.60, -0.94, 5.31], [-4.20, -0.53, 5.44], [-2.60, -0.60, -2.09], [-4.62, 0.52, -3.31], [-6.51, 1.18, -1.59], [-1.46, -2.63, -1.43], [-1.98, -5.20, -1.50], [-3.48, -5.92, 0.54], [1.31, 1.78, -3.65], [-0.14, 2.17, -3.76], [-0.63, 2.63, -4.98], [-1.91, 3.15, -5.11], [-2.70, 3.25, -3.97], [-2.26, 2.79, -2.74], [-3.08, 3.02, -1.50], [-0.99, 2.17, -2.63], [-0.60, 1.64, -1.43], [1.94, 2.65, -3.83], [1.58, 1.02, -4.39], [1.55, 1.40, -2.66], [0.03, 2.60, -5.84], [-2.28, 3.49, -6.07], [-3.69, 3.70, -4.03], [-4.11, 3.26, -1.76], [-2.67, 3.85, -0.92], [-3.06, 2.16, -0.83]], "lowdin_charge": [0.90, 0.01, -0.39, 0.06, -0.18, -0.13, 0.16, -0.56, 0.06, -0.03, -0.54, 0.00, -0.16, 0.07, 0.06, 0.08, 0.15, 0.06, 0.51, -0.80, -0.15, -0.13, -0.13, -0.13, -0.45, 1.32, -0.37, -0.11, -0.10, -0.10, -0.07, -0.11, -0.38, -0.13, -0.09, -0.11, -0.10, -0.10, 0.08, 0.09, 0.08, 0.09, 0.10, 0.09, 0.09, 0.11, 0.07, 0.06, 0.10, 0.09, 0.09, 0.10, 0.72, -0.65, -0.11, -0.04, -0.09, 0.02, -0.18, 0.10, 0.10, 0.10, 0.09, -0.30, -0.53, -0.48, -0.13, -0.16, -0.40, 0.97, -0.43, -0.13, -0.19, -0.43, 1.01, -0.43, -0.12, -0.19, -0.44, 1.04, 0.08, 0.11, 0.06, 0.10, 0.10, 0.06, 0.09, 0.10, 0.05, -0.07, -0.21, -0.08, -0.13, -0.09, -0.22, -0.05, -0.29, -0.09, 0.08, 0.07, -0.01, 0.10, 0.08, 0.10, 0.07, 0.09, 0.04]}

=====

Record 2
{"formula": "C50H41Cl2F7N3O4SiV", "method": "the ωB97M-V functional and the def2-TZVPD basis", "gap_ev": [5.92, 6.05], "total_charge": -2, "multiplicity": 3, "s2": 2.02, "total_energy_ev": -142814.0756, "relative_energy_ev": 0.0000, "symbols": ["V", "F", "C", "C", "C", "C", "C", "F", "C", "C", "C", "C", "C", "C", "N", "H", "H", "H", "H", "H", "H", "Cl", "C", "C", "C", "C", "C", "Cl", "C", "N", "C", "C", "C", "C", "C", "C", "C", "C", "O", "O", "H", "H", "H", "H", "H", "H", "H", "H", "H", "H", "C", "Si", "C", "C", "N", "C", "C", "C", "C", "C", "C", "H", "H", "H", "H", "H", "H", "H", "H", "H", "H", "H", "H", "H", "H", "C", "C", "C", "C", "C", "C", "C", "C", "C", "C", "O", "O", "H", "H", "H", "H", "H", "H", "H", "H", "H", "H", "H", "F", "C", "C", "C", "F", "C", "F", "C", "F", "C", "F"], "xyz": [[-0.30, -0.26, 0.20], [2.35, -2.59, -4.11], [2.36, -2.22, -2.80], [1.29, -1.54, -2.29], [1.27, -1.16, -0.94], [2.43, -1.44, -0.18], [3.49, -2.13, -0.77], [4.62, -2.41, -0.05], [3.49, -2.55, -2.07], [2.47, -0.86, 1.16], [3.52, -0.94, 2.08], [3.44, -0.25, 3.27], [2.33, 0.53, 3.54], [1.31, 0.54, 2.61], [1.35, -0.16, 1.47], [0.48, -1.31, -2.96], [4.34, -3.07, -2.50], [4.38, -1.55, 1.85], [4.25, -0.32, 3.99], [2.23, 1.10, 4.45], [0.41, 1.10, 2.76], [2.00, 4.43, 0.83], [0.37, 4.54, 0.23], [-0.64, 4.03, 1.02], [-1.96, 4.23, 0.67], [-2.27, 4.95, -0.47], [-1.24, 5.40, -1.28], [-1.67, 6.33, -2.69], [0.11, 5.18, -0.98], [1.18, 5.62, -1.82], [1.25, 5.07, -3.13], [1.21, 5.93, -4.23], [1.28, 5.45, -5.53], [1.37, 4.08, -5.74], [1.46, 3.23, -4.65], [1.43, 3.70, -3.33], [1.67, 2.72, -2.21], [0.56, 1.69, -1.95], [0.01, 1.17, -2.91], [0.39, 1.38, -0.71], [-0.38, 3.46, 1.90], [-2.75, 3.82, 1.29], [-3.29, 5.14, -0.76], [1.21, 6.63, -1.87], [1.12, 7.00, -4.06], [1.24, 6.14, -6.36], [1.39, 3.67, -6.74], [1.56, 2.16, -4.79], [1.95, 3.21, -1.29], [2.51, 2.10, -2.53], [0.43, -2.84, 2.80], [-0.37, -3.46, 1.23], [0.86, -4.74, 0.53], [-1.92, -4.34, 1.88], [-0.77, -2.29, 0.01], [-1.41, -2.79, -1.12], [-1.75, -1.95, -2.20], [-2.39, -2.42, -3.34], [-2.72, -3.76, -3.48], [-2.35, -4.62, -2.46], [-1.71, -4.16, -1.32], [0.21, -3.61, 3.55], [0.01, -1.91, 3.17], [1.52, -2.75, 2.73], [0.47, -5.76, 0.56], [1.79, -4.72, 1.09], [1.09, -4.51, -0.52], [-1.68, -5.35, 2.21], [-2.73, -4.38, 1.15], [-2.29, -3.77, 2.74], [-1.48, -0.90, -2.17], [-2.62, -1.71, -4.13], [-3.22, -4.12, -4.37], [-2.57, -5.68, -2.54], [-1.43, -4.89, -0.58], [-5.40, 3.56, 6.97], [-4.47, 2.79, 6.06], [-3.16, 3.20, 5.86], [-2.29, 2.47, 5.05], [-0.84, 2.86, 4.95], [-2.75, 1.33, 4.39], [-4.06, 0.89, 4.60], [-4.55, -0.37, 3.94], [-4.90, 1.63, 5.42], [-1.80, 0.51, 3.52], [-1.28, -0.47, 4.08], [-1.64, 0.90, 2.33], [-4.93, 4.49, 7.30], [-5.66, 2.98, 7.85], [-6.33, 3.82, 6.46], [-2.79, 4.09, 6.36], [-0.24, 2.21, 5.58], [-0.68, 3.90, 5.26], [-0.49, 2.73, 3.93], [-4.62, -0.24, 2.86], [-5.53, -0.65, 4.32], [-3.85, -1.18, 4.11], [-5.92, 1.29, 5.57], [-3.19, -1.55, 1.15], [-3.46, -0.49, 0.34], [-2.45, 0.22, -0.29], [-2.94, 1.30, -0.99], [-2.12, 2.13, -1.67], [-4.29, 1.64, -1.11], [-4.69, 2.70, -1.85], [-5.24, 0.87, -0.48], [-6.55, 1.15, -0.60], [-4.82, -0.22, 0.26], [-5.74, -0.99, 0.88]], "lowdin_charge": [0.97, 0.04, -0.26, -0.02, -0.08, -0.12, -0.22, 0.02, 0.03, -0.20, -0.01, -0.07, -0.05, -0.10, 0.04, 0.09, 0.12, 0.10, 0.10, 0.10, 0.07, 0.71, -0.58, -0.09, -0.05, -0.11, -0.56, 0.71, -0.30, 0.04, -0.24, -0.09, -0.11, -0.10, -0.03, -0.13, -0.04, -0.61, 0.04, -0.14, 0.08, 0.12, 0.10, 0.12, 0.10, 0.09, 0.09, 0.12, 0.04, 0.13, -0.16, 0.43, -0.17, -0.18, -0.15, -0.34, -0.07, -0.09, -0.14, -0.12, -0.07, 0.04, 0.00, 0.02, 0.02, 0.02, 0.02, 0.02, 0.02, 0.02, 0.07, 0.10, 0.08, 0.09, 0.06, -0.07, -0.29, -0.03, -0.21, -0.03, -0.05, -0.19, -0.02, -0.02, -0.65, 0.01, -0.05, 0.06, 0.07, 0.07, 0.10, 0.09, 0.07, 0.04, 0.06, 0.08, 0.09, 0.11, 0.06, -0.25, -0.04, -0.23, 0.06, -0.15, 0.07, -0.15, 0.08, -0.16, 0.07]}

=====

Record 3
{"formula": "C50H41GeIrN4O2Se", "method": "the ωB97M-V functional and the def2-TZVPD basis", "gap_ev": 5.53, "total_charge": 2, "total_energy_ev": -187256.2237, "relative_energy_ev": 0.0000, "symbols": ["Ir", "O", "C", "C", "C", "C", "C", "C", "C", "C", "C", "O", "C", "C", "C", "C", "C", "C", "C", "C", "C", "C", "C", "C", "N", "C", "C", "C", "C", "C", "C", "C", "C", "C", "C", "C", "C", "H", "H", "H", "H", "H", "H", "H", "H", "H", "H", "H", "H", "H", "H", "H", "H", "H", "H", "H", "H", "H", "H", "H", "H", "H", "H", "H", "Ge", "C", "C", "C", "C", "C", "C", "C", "C", "C", "C", "C", "C", "H", "H", "H", "H", "H", "H", "H", "H", "H", "H", "H", "Se", "N", "C", "C", "C", "C", "N", "C", "N", "H", "H", "H"], "xyz": [[0.55, 0.03, -0.01], [-0.32, -1.58, -0.05], [-0.59, -2.52, 1.04], [0.48, -2.36, 2.11], [0.26, -1.15, 2.95], [0.16, -1.24, 4.33], [-0.08, -0.09, 5.06], [-0.27, 1.10, 4.38], [-0.20, 1.11, 3.00], [-0.63, 2.33, 2.26], [0.17, 2.82, 1.05], [0.17, 1.83, -0.03], [-0.58, 4.03, 0.51], [-0.05, 5.31, 0.61], [-0.79, 6.41, 0.20], [-2.07, 6.25, -0.30], [-2.61, 4.97, -0.40], [-1.87, 3.87, 0.00], [1.63, 3.12, 1.33], [2.08, 3.42, 2.61], [3.41, 3.76, 2.83], [4.31, 3.77, 1.77], [3.87, 3.47, 0.49], [2.53, 3.17, 0.26], [0.10, 0.01, 2.30], [-1.98, -2.23, 1.59], [-2.70, -1.08, 1.28], [-3.93, -0.85, 1.88], [-4.45, -1.75, 2.79], [-3.74, -2.91, 3.09], [-2.51, -3.15, 2.49], [-0.53, -3.86, 0.31], [0.61, -4.66, 0.32], [0.64, -5.85, -0.39], [-0.46, -6.25, -1.13], [-1.60, -5.45, -1.16], [-1.63, -4.26, -0.44], [1.47, -2.32, 1.65], [0.47, -3.24, 2.76], [0.27, -2.20, 4.81], [-0.15, -0.13, 6.14], [-0.50, 2.01, 4.91], [-0.69, 3.16, 2.96], [-1.66, 2.17, 1.92], [0.95, 5.46, 1.00], [-0.36, 7.40, 0.29], [-2.65, 7.11, -0.62], [-3.61, 4.83, -0.79], [-2.31, 2.88, -0.08], [1.40, 3.42, 3.45], [3.74, 4.02, 3.83], [5.35, 4.03, 1.94], [4.55, 3.52, -0.34], [2.18, 2.99, -0.75], [-2.34, -0.37, 0.55], [-4.49, 0.04, 1.62], [-5.41, -1.57, 3.25], [-4.14, -3.63, 3.79], [-1.98, -4.06, 2.72], [1.48, -4.38, 0.90], [1.53, -6.47, -0.35], [-0.44, -7.18, -1.67], [-2.46, -5.76, -1.73], [-2.53, -3.65, -0.46], [0.10, 0.26, -2.55], [-1.71, 0.86, -2.74], [-2.02, 2.21, -2.77], [-3.29, 2.64, -3.11], [-4.27, 1.71, -3.43], [-3.97, 0.35, -3.41], [-2.70, -0.07, -3.07], [0.47, -1.38, -3.50], [1.06, -1.20, -4.76], [1.33, -2.29, -5.57], [1.03, -3.57, -5.14], [0.45, -3.76, -3.89], [0.17, -2.67, -3.08], [1.15, 1.31, -2.97], [-1.25, 2.95, -2.54], [-3.52, 3.70, -3.15], [-5.26, 2.04, -3.71], [-4.74, -0.37, -3.67], [-2.47, -1.13, -3.08], [1.31, -0.21, -5.11], [1.78, -2.14, -6.55], [1.25, -4.42, -5.77], [0.21, -4.76, -3.55], [-0.30, -2.85, -2.12], [4.43, 0.20, 3.06], [5.54, -0.15, 1.74], [4.81, -0.27, 0.64], [5.34, -0.57, -0.63], [4.45, -0.74, -1.66], [3.08, -0.58, -1.44], [2.52, -0.26, -0.26], [3.39, -0.11, 0.83], [2.98, 0.13, 2.04], [6.41, -0.68, -0.75], [4.76, -1.00, -2.66], [2.43, -0.79, -2.27]], "lowdin_charge": [1.48, -0.30, -0.38, -0.07, -0.28, 0.02, 0.00, 0.01, -0.25, -0.05, -0.37, -0.33, -0.16, 0.00, -0.05, -0.06, -0.06, -0.05, -0.19, -0.03, -0.07, -0.08, -0.06, -0.04, 0.07, -0.19, -0.04, -0.05, -0.06, -0.05, -0.02, -0.17, -0.02, -0.05, -0.07, -0.05, -0.03, 0.11, 0.14, 0.13, 0.13, 0.13, 0.14, 0.14, 0.12, 0.11, 0.11, 0.11, 0.11, 0.12, 0.12, 0.12, 0.11, 0.12, 0.09, 0.11, 0.11, 0.12, 0.13, 0.11, 0.11, 0.12, 0.12, 0.13, 0.97, -0.36, -0.13, -0.07, -0.05, -0.06, -0.10, -0.38, -0.12, -0.06, -0.05, -0.05, -0.10, 0.01, 0.10, 0.11, 0.12, 0.11, 0.10, 0.10, 0.11, 0.12, 0.10, 0.07, 1.28, -0.18, -0.37, 0.08, 0.01, -0.07, -0.06, -0.44, -0.19, 0.15, 0.13, 0.06]}

=====

Record 4
{"formula": "C50H41IrN4O3P2STe", "method": "the ωB97M-V functional and the def2-TZVPD basis", "gap_ev": [7.44, 5.57], "total_charge": 1, "multiplicity": 2, "s2": 0.76, "total_energy_ev": -104159.7578, "relative_energy_ev": 0.0000, "symbols": ["Ir", "C", "O", "C", "C", "C", "C", "C", "C", "N", "N", "C", "O", "C", "C", "C", "C", "C", "C", "C", "O", "H", "H", "H", "H", "H", "H", "H", "H", "H", "H", "H", "H", "Te", "C", "C", "C", "N", "C", "C", "C", "P", "C", "C", "C", "C", "C", "C", "C", "C", "C", "C", "C", "C", "P", "C", "C", "C", "C", "C", "C", "C", "C", "C", "C", "C", "C", "H", "H", "H", "H", "H", "H", "H", "H", "H", "H", "H", "H", "H", "H", "H", "H", "H", "H", "H", "H", "H", "H", "H", "H", "S", "C", "N", "C", "C", "C", "C", "H", "H", "H", "H", "H"], "xyz": [[0.33, 0.82, 0.70], [4.88, -0.37, 1.61], [4.15, -1.20, 2.52], [3.34, -0.52, 3.39], [3.63, -0.56, 4.73], [2.83, 0.10, 5.66], [1.77, 0.84, 5.21], [1.43, 0.89, 3.84], [0.31, 1.74, 3.52], [-0.19, 1.89, 2.35], [-1.28, 2.75, 2.22], [-1.71, 2.76, 1.01], [-1.21, 2.03, 0.03], [-2.81, 3.68, 0.63], [-3.44, 3.55, -0.60], [-4.45, 4.42, -0.97], [-4.84, 5.43, -0.10], [-4.21, 5.57, 1.13], [-3.20, 4.70, 1.50], [2.19, 0.16, 2.90], [1.96, 0.04, 1.61], [5.67, -0.99, 1.19], [5.32, 0.47, 2.15], [4.23, 0.01, 0.81], [4.50, -1.12, 5.04], [3.07, 0.07, 6.72], [1.15, 1.40, 5.91], [-0.15, 2.31, 4.32], [-3.14, 2.75, -1.27], [-4.95, 4.31, -1.92], [-5.63, 6.11, -0.38], [-4.51, 6.36, 1.81], [-2.70, 4.80, 2.45], [-0.30, -4.06, 0.26], [0.15, -4.63, -1.73], [-0.90, -5.07, -2.54], [-0.60, -5.40, -3.85], [0.61, -5.32, -4.38], [1.60, -4.92, -3.58], [1.43, -4.58, -2.25], [-0.27, -2.04, 0.04], [-1.07, -0.88, 1.15], [-1.08, -1.41, 2.87], [-2.06, -0.96, 3.75], [-1.93, -1.22, 5.11], [-0.83, -1.92, 5.59], [0.16, -2.35, 4.71], [0.04, -2.09, 3.36], [-2.78, -0.91, 0.54], [-3.66, -1.85, 1.07], [-4.90, -2.05, 0.49], [-5.27, -1.33, -0.64], [-4.38, -0.42, -1.19], [-3.14, -0.21, -0.61], [0.67, -0.83, -0.92], [2.31, -1.57, -1.20], [2.96, -2.22, -0.15], [4.18, -2.84, -0.37], [4.76, -2.82, -1.63], [4.12, -2.16, -2.68], [2.90, -1.54, -2.46], [-0.02, -0.57, -2.56], [0.28, 0.63, -3.19], [-0.20, 0.90, -4.46], [-1.00, -0.04, -5.11], [-1.32, -1.23, -4.48], [-0.83, -1.50, -3.21], [-1.91, -5.13, -2.17], [-1.39, -5.75, -4.51], [2.59, -4.88, -4.03], [2.28, -4.26, -1.66], [-2.91, -0.40, 3.39], [-2.69, -0.87, 5.80], [-0.74, -2.12, 6.65], [1.03, -2.87, 5.08], [0.83, -2.38, 2.68], [-3.39, -2.44, 1.94], [-5.58, -2.78, 0.92], [-6.24, -1.49, -1.09], [-4.66, 0.14, -2.08], [-2.45, 0.50, -1.05], [2.54, -2.22, 0.84], [4.69, -3.33, 0.45], [5.71, -3.31, -1.81], [4.57, -2.13, -3.66], [2.40, -1.04, -3.29], [0.92, 1.36, -2.68], [0.05, 1.83, -4.95], [-1.38, 0.17, -6.10], [-1.94, -1.96, -4.98], [-1.09, -2.43, -2.72], [2.14, 2.46, 0.10], [1.73, 3.51, -1.19], [0.47, 3.58, -1.70], [0.11, 4.40, -2.71], [1.02, 5.22, -3.29], [2.34, 5.19, -2.81], [2.69, 4.35, -1.79], [-0.23, 2.95, -1.28], [-0.93, 4.35, -3.00], [0.72, 5.88, -4.10], [3.09, 5.83, -3.26], [3.70, 4.31, -1.41]], "lowdin_charge": [0.96, -0.06, -0.11, -0.24, 0.01, -0.08, -0.05, -0.14, -0.06, -0.18, 0.11, -0.42, -0.32, -0.15, -0.04, -0.07, -0.08, -0.07, -0.02, -0.28, -0.34, 0.09, 0.10, 0.07, 0.13, 0.11, 0.12, 0.14, 0.10, 0.10, 0.11, 0.11, 0.11, 1.44, -0.54, -0.14, -0.14, 0.08, -0.12, -0.11, -0.87, 0.79, -0.36, -0.09, -0.06, -0.06, -0.06, -0.11, -0.32, -0.09, -0.06, -0.06, -0.06, -0.09, 0.85, -0.33, -0.13, -0.08, -0.06, -0.07, -0.07, -0.36, -0.11, -0.07, -0.06, -0.05, -0.07, 0.10, 0.11, 0.11, 0.08, 0.11, 0.11, 0.11, 0.12, 0.08, 0.10, 0.11, 0.11, 0.11, 0.08, 0.09, 0.12, 0.11, 0.11, 0.10, 0.09, 0.11, 0.11, 0.11, 0.09, 0.73, -0.69, 0.06, -0.06, -0.04, -0.03, -0.08, 0.10, 0.14, 0.11, 0.12, 0.11]}